A cluster of 3 separate species, C4H3Cl2NO2S in total at a distorted geometry, computed with ωB97M-V/def2-TZVPD.

Results
* HOMO level: -8.81 eV
* orbital gap: 8.250 eV
* E_tot: -1677.90093 Ha
* energy relative to the best compared isomer or geometry (same formula, charge and spin): 0.5271 eV

```
13
Properties=species:S:1:pos:R:3:forces:R:3
Cl 1.5235 -1.8588 2.5382 0.11 -0.09 1.72
Cl -0.3849 -2.5304 0.6655 -2.04 -1.58 0.00
S 1.5574 -0.3473 -2.1213 0.81 0.67 0.60
O -0.7901 0.6037 2.5387 -0.23 0.64 2.32
O 1.8792 1.7684 -0.4315 0.05 0.59 0.75
N -0.6125 0.2403 0.2519 0.23 0.99 -0.47
C -1.2057 0.6056 -1.0204 3.04 -0.25 0.81
C -0.7703 0.5487 1.3912 0.26 -0.68 -0.90
C 1.0777 -1.9049 0.9615 2.10 0.86 -1.59
C 1.7202 0.8470 -1.0861 0.23 -1.36 -1.72
H -0.6829 -0.0955 -1.6910 -1.13 1.09 -0.41
H -1.1369 1.6768 -1.1470 0.70 0.18 -0.78
H -2.1747 0.4463 -0.8496 -4.14 -1.06 -0.33
```
Forces are in eV/Å.